Version 1
Density functional theory data (ωB97M-V/def2-TZVPD) for an isolated molecule of C20H23N3O3.

```
! wB97M-V def2-TZVPD RIJCOSX def2/J DEFGRID3
* xyz 0 1
C -2.76 0.95 3.18
C -3.56 1.00 1.88
C -4.95 0.85 1.96
C -5.71 0.95 0.80
N -5.17 1.20 -0.41
C -3.83 1.36 -0.50
C -3.34 1.64 -1.91
C -2.97 1.26 0.62
C -1.48 1.42 0.45
O -0.99 2.41 -0.09
N -0.73 0.40 0.89
C 0.73 0.36 0.80
C 1.27 0.18 -0.64
C 0.87 -1.15 -1.31
C 1.62 -2.34 -0.72
C 1.02 -3.60 -0.63
C 1.72 -4.69 -0.11
C 3.03 -4.52 0.33
C 3.63 -3.26 0.24
C 2.94 -2.16 -0.28
C 3.60 -0.78 -0.31
N 2.74 0.31 -0.80
C 3.32 1.52 -1.05
O 4.53 1.71 -0.85
C 2.46 2.70 -1.58
O 3.28 3.79 -2.01
H -2.00 1.73 3.20
H -3.40 1.12 4.05
H -2.26 -0.01 3.29
H -5.43 0.66 2.91
H -6.79 0.84 0.83
H -2.94 2.66 -1.97
H -2.55 0.95 -2.20
H -4.14 1.56 -2.65
H -1.21 -0.39 1.28
H 1.15 1.27 1.24
H 1.11 -0.45 1.43
H 0.75 0.94 -1.23
H -0.20 -1.30 -1.24
H 1.06 -1.09 -2.39
H 0.01 -3.75 -0.97
H 1.25 -5.66 -0.04
H 3.59 -5.35 0.73
H 4.65 -3.14 0.59
H 3.94 -0.53 0.70
H 4.52 -0.84 -0.90
H 1.86 2.37 -2.43
H 1.78 3.04 -0.80
H 4.00 3.88 -1.38
*
```

Calculated values
**Structure (SMILES)**: Cc1ccnc(C)c1C(=O)NC[C@@H]1Cc2ccccc2CN1C(=O)CO
**Kohn-Sham gap**: 9.645 eV
**Molar mass**: 353.422 u
**Highest occupied orbital energy**: -0.34138 hartree

***

Version 2
Density functional theory data (ωB97M-V/def2-TZVPD) for an isolated molecule of C20H23N3O3.

```
! wB97M-V def2-TZVPD RIJCOSX def2/J DEFGRID3
* xyz 0 1
C 2.36 -2.05 0.76
C 1.28 -1.16 1.42
N 1.67 0.12 1.79
C 0.73 0.83 2.34
N 0.82 2.04 2.81
C -0.40 2.63 3.21
C -0.79 3.81 3.82
C -2.12 3.96 4.24
C -3.13 3.03 3.95
C -2.65 1.83 3.42
C -1.32 1.59 3.06
N -0.64 0.49 2.47
C -1.11 -0.74 2.08
O -2.24 -1.16 2.36
C -0.04 -1.64 1.46
C -0.38 -2.89 0.80
C -1.10 -2.74 -0.58
O -0.46 -1.66 -1.24
C -1.26 -1.04 -2.07
O -2.49 -1.17 -2.15
C -0.65 -0.17 -3.20
C 0.29 -0.92 -4.13
C 1.66 -1.22 -3.66
C 2.36 0.11 -3.35
C 1.65 0.76 -2.24
C 0.22 1.04 -2.65
H 1.99 -2.47 -0.18
H 3.29 -1.57 0.59
H 2.58 -2.81 1.41
H 1.75 2.41 3.11
H -0.04 4.61 3.93
H -2.47 4.94 4.57
H -4.27 3.35 4.09
H -3.39 0.98 3.22
H 0.38 -3.65 0.60
H -1.13 -3.26 1.59
H -1.10 -3.63 -1.13
H -2.13 -2.54 -0.32
H -1.49 0.29 -3.78
H -0.09 -1.89 -4.36
H 0.54 -0.37 -5.06
H 1.60 -1.87 -2.68
H 2.21 -1.71 -4.40
H 3.46 -0.17 -2.98
H 2.33 0.65 -4.36
H 1.69 0.05 -1.42
H 2.05 1.70 -1.98
H -0.33 1.40 -1.77
H 0.34 1.88 -3.43
*
```

Calculated values
**Structure (SMILES)**: Cc1nc2[nH]c3ccccc3n2c(=O)c1CCOC(=O)C1CCCCC1
**Kohn-Sham gap**: 8.613 eV
**Molar mass**: 353.422 u
**Highest occupied orbital energy**: -0.29596 hartree

***

Version 3
Density functional theory data (ωB97M-V/def2-TZVPD) for an isolated molecule of C20H23N3O3.

```
! wB97M-V def2-TZVPD RIJCOSX def2/J DEFGRID3
* xyz 0 1
C -1.99 0.63 2.33
C -2.82 0.53 1.05
C -4.19 0.30 1.18
C -4.98 0.26 0.04
N -4.48 0.43 -1.20
C -3.15 0.65 -1.34
C -2.72 0.84 -2.79
C -2.27 0.70 -0.25
C -0.79 0.93 -0.47
O -0.37 1.89 -1.12
N 0.02 0.00 0.05
C 1.48 0.02 -0.06
C 2.02 -0.19 -1.50
C 1.56 -1.50 -2.18
C 2.23 -2.73 -1.58
C 1.56 -3.95 -1.46
C 2.19 -5.06 -0.93
C 3.52 -4.97 -0.51
C 4.19 -3.75 -0.61
C 3.56 -2.62 -1.14
C 4.31 -1.29 -1.20
N 3.49 -0.13 -1.65
C 4.14 1.05 -1.87
O 5.37 1.12 -1.78
C 3.32 2.31 -2.29
O 4.13 3.49 -2.39
H -1.27 1.46 2.26
H -2.61 0.85 3.19
H -1.44 -0.29 2.51
H -4.64 0.17 2.15
H -6.05 0.09 0.11
H -2.38 1.86 -2.95
H -1.89 0.17 -3.03
H -3.53 0.64 -3.49
H -0.41 -0.78 0.52
H 1.87 0.95 0.35
H 1.89 -0.76 0.59
H 1.55 0.59 -2.09
H 0.47 -1.59 -2.12
H 1.77 -1.45 -3.25
H 0.53 -4.03 -1.80
H 1.67 -6.00 -0.85
H 4.02 -5.83 -0.09
H 5.21 -3.69 -0.27
H 4.70 -1.06 -0.21
H 5.19 -1.39 -1.84
H 2.83 2.11 -3.24
H 2.55 2.50 -1.55
H 3.96 3.92 -3.23
*
```

Calculated values
**Structure (SMILES)**: Cc1ccnc(C)c1C(=O)NC[C@@H]1Cc2ccccc2CN1C(=O)CO
**Kohn-Sham gap**: 9.560 eV
**Molar mass**: 353.422 u
**Highest occupied orbital energy**: -0.33681 hartree

***

Version 4
Density functional theory data (ωB97M-V/def2-TZVPD) for an isolated molecule of C20H23N3O3.

```
! wB97M-V def2-TZVPD RIJCOSX def2/J DEFGRID3
* xyz 0 1
C -2.72 1.53 3.21
C -3.50 1.32 1.95
C -4.89 1.22 1.96
C -5.57 1.03 0.77
N -4.97 0.93 -0.41
C -3.65 1.03 -0.45
C -2.99 0.96 -1.80
C -2.88 1.21 0.71
C -1.39 1.33 0.59
O -0.83 2.37 0.26
N -0.70 0.19 0.86
C 0.74 0.15 0.75
C 1.20 0.12 -0.72
C 0.83 -1.17 -1.43
C 1.60 -2.34 -0.88
C 1.06 -3.62 -0.86
C 1.78 -4.69 -0.35
C 3.05 -4.47 0.16
C 3.59 -3.20 0.15
C 2.88 -2.12 -0.38
C 3.53 -0.76 -0.38
N 2.64 0.31 -0.80
C 3.23 1.55 -0.93
O 4.42 1.69 -0.78
C 2.30 2.71 -1.28
O 3.07 3.88 -1.38
H -1.88 2.21 3.04
H -3.35 1.95 3.99
H -2.31 0.59 3.58
H -5.44 1.31 2.89
H -6.65 0.95 0.77
H -2.59 1.93 -2.08
H -2.16 0.25 -1.80
H -3.72 0.64 -2.54
H -1.22 -0.64 1.09
H 1.16 1.03 1.23
H 1.10 -0.73 1.28
H 0.71 0.95 -1.23
H -0.25 -1.35 -1.33
H 1.03 -1.05 -2.50
H 0.06 -3.78 -1.25
H 1.34 -5.68 -0.33
H 3.62 -5.30 0.57
H 4.59 -3.03 0.55
H 3.93 -0.55 0.62
H 4.39 -0.77 -1.05
H 1.81 2.47 -2.23
H 1.52 2.79 -0.52
H 2.47 4.63 -1.28
*
```

Calculated values
**Structure (SMILES)**: Cc1ccnc(C)c1C(=O)NC[C@@H]1Cc2ccccc2CN1C(=O)CO
**Kohn-Sham gap**: 9.477 eV
**Molar mass**: 353.422 u
**Highest occupied orbital energy**: -0.33280 hartree

***

Most stable pick: version 4. Distance to second place: 0.208 eV.